Record 1
15
Properties=species:S:1:pos:R:3:lowdin_charge:R:1 method="wB97M-V/def2-TZVPD" spin_multiplicity=1 largest_force_ev_per_a=0.7 mol_weight_g_mol=83.13 e_tot_ev=-6819.8969 homo_energy_ev=-7.87
C -0.0983 0.5334 2.3849 0.00
C 0.5696 0.6021 1.2427 -0.18
C 0.1606 0.0087 -0.0548 -0.33
C 1.1401 -0.9706 -0.6514 -0.06
C -0.9268 0.4670 -0.6795 -0.17
N -1.2395 0.1953 -2.0200 0.05
H -1.0467 0.0178 2.4603 0.06
H 0.2784 0.9445 3.3139 0.05
H 1.5151 1.1415 1.2111 0.10
H 1.9651 -0.4475 -1.1299 0.08
H 0.6246 -1.6471 -1.3339 0.07
H 1.5717 -1.6001 0.1222 0.08
H -1.6278 1.1376 -0.2032 0.12
H -0.6641 -0.5207 -2.4302 0.06
H -2.2220 0.1381 -2.2321 0.08

---

Record 2
69
Properties=species:S:1:pos:R:3:lowdin_charge:R:1 method="wB97M-V/def2-TZVPD" spin_multiplicity=1 largest_force_ev_per_a=2.7 mol_weight_g_mol=567.25 total_charge=-1 e_tot_ev=-60600.7406 homo_energy_ev=-7.25
B 0.0438 0.1614 -0.2346 -1.30
F -1.2412 0.4415 0.2586 0.10
F 1.0048 0.0997 0.8098 0.06
F 0.2430 -1.0151 -0.9249 0.16
F 0.4612 1.1882 -1.0825 0.13
C 3.3291 -1.6996 -1.8376 -0.69
O 2.6986 -2.7526 -2.0847 -0.01
N 3.0607 -0.8292 -0.8603 0.18
N 4.4859 -1.4653 -2.4719 0.14
H 2.0663 -0.8898 -0.6574 0.06
H 3.6290 -0.1081 -0.4633 0.11
H 4.9629 -0.5830 -2.5112 0.09
H 4.6933 -2.1316 -3.1992 0.10
C 1.9481 -2.5914 3.3312 -0.69
O 2.3499 -3.6114 3.8577 0.02
N 1.2287 -2.5429 2.1751 0.16
N 2.0569 -1.3282 3.8538 0.16
H 1.1940 -1.6463 1.7213 0.06
H 1.2012 -3.4292 1.6959 0.11
H 2.2174 -1.3011 4.8476 0.10
H 1.6590 -0.5010 3.4465 0.06
C 1.2321 2.3100 3.4035 -0.69
O 1.5685 3.0098 4.3516 0.02
N 0.1200 1.5246 3.3465 0.16
N 1.9710 2.1989 2.2744 0.16
H -0.3247 1.2095 2.5078 0.06
H -0.3404 1.4694 4.2436 0.12
H 1.6851 1.6132 1.4954 0.06
H 2.9492 2.4279 2.3096 0.11
C -2.1754 0.9312 -3.5310 -0.69
O -1.2792 0.2778 -4.0466 0.03
N -3.3151 1.2336 -4.2226 0.14
N -2.2630 1.3010 -2.2441 0.18
H -4.0510 1.8087 -3.8589 0.09
H -3.3216 0.9427 -5.1846 0.10
H -2.9978 1.8472 -1.8317 0.09
H -1.4630 1.1486 -1.6445 0.05
C -1.7680 -2.0004 3.5709 -0.66
O -1.4939 -1.5039 4.6541 0.02
N -2.2083 -3.3120 3.3761 0.13
N -1.5692 -1.4546 2.3504 0.16
H -1.9989 -3.7670 2.5096 0.08
H -2.8043 -3.7537 4.0525 0.09
H -1.8558 -2.0437 1.5976 0.10
H -1.1142 -0.5623 2.3638 0.06
C -3.0814 3.4302 1.1998 -0.70
O -3.9894 4.2356 1.4009 0.00
N -1.8004 3.8638 1.0892 0.16
N -3.2689 2.1367 0.8642 0.16
H -1.0594 3.3326 0.6667 0.09
H -1.7562 4.8634 1.1926 0.11
H -2.4379 1.5650 0.7869 0.05
H -4.1901 1.7653 0.7281 0.11
C -1.3400 -4.3685 -2.0313 -0.71
O -2.2520 -4.9762 -1.4627 -0.02
N -0.1309 -4.9281 -2.2293 0.16
N -1.4045 -3.0825 -2.4211 0.17
H 0.1364 -5.8172 -1.8512 0.10
H 0.6365 -4.3888 -2.5990 0.08
H -2.2218 -2.5585 -2.1713 0.11
H -0.5374 -2.6909 -2.7437 0.09
C 1.9318 3.7786 -2.7027 -0.69
O 2.9025 4.5279 -2.7617 0.00
N 0.6985 4.0619 -2.2483 0.16
N 2.0583 2.5130 -3.2221 0.15
H 0.4318 5.0007 -2.0135 0.11
H -0.0408 3.3884 -2.3533 0.08
H 1.3003 1.8622 -3.0883 0.07
H 2.9402 2.1639 -3.5420 0.09

---

Record 3
13
Properties=species:S:1:pos:R:3:lowdin_charge:R:1 method="wB97M-V/def2-TZVPD" spin_multiplicity=1 largest_force_ev_per_a=3.6 mol_weight_g_mol=85.11 e_tot_ev=-7793.6071 homo_energy_ev=-8.28
C 1.7495 1.3130 1.2738 -0.16
C 2.1285 0.3969 0.4898 -0.03
N 1.0571 0.1204 1.5920 0.01
H 1.7863 2.3027 1.6766 0.10
H 2.3717 -0.1392 -0.4458 0.13
H 0.1249 0.0864 1.0994 0.01
C -1.1612 -0.8250 -0.7904 -0.05
C -0.4691 0.5546 -0.5789 -0.35
O 0.6058 0.7936 -1.1330 -0.06
H -0.7043 -1.3265 -1.7743 0.13
H -0.8090 -1.4823 -0.0523 0.04
H -2.2686 -0.7144 -0.8989 0.08
H -1.0159 1.3049 0.1384 0.15

---

Record 4
19
Properties=species:S:1:pos:R:3:lowdin_charge:R:1 method="wB97M-V/def2-TZVPD" spin_multiplicity=1 largest_force_ev_per_a=5.5 mol_weight_g_mol=106.14 total_charge=-1 e_tot_ev=-9923.2502 homo_energy_ev=-3.66
C 2.6973 -0.3922 -0.0766 -0.25
N 1.8613 0.5385 0.6176 -0.10
C 0.6037 0.6857 0.1758 -0.28
C -0.5575 0.0899 0.9536 -0.19
C -1.8359 0.9147 0.8197 -0.47
O -2.5223 0.7523 -0.3417 -0.29
H 3.7166 -0.3253 0.3043 0.05
H 2.7025 -0.2596 -1.1666 0.05
H 2.4224 -1.4591 0.0443 0.06
H 0.6253 -0.1346 -0.9719 0.06
H 0.5148 -0.7690 -1.4112 0.17
H 0.4804 1.7134 -0.2017 0.12
H -0.7322 -0.9329 0.6246 0.10
H -0.2609 0.0835 2.0007 0.10
H -2.4581 0.7653 1.7371 0.09
H -1.5892 1.9949 0.9825 0.09
H -2.3617 -0.4908 -0.9602 -0.03
H -1.1859 -1.3558 -1.6658 -0.08
O -2.1205 -1.4188 -1.4644 -0.22

---

Record 5
13
Properties=species:S:1:pos:R:3:lowdin_charge:R:1 method="wB97M-V/def2-TZVPD" spin_multiplicity=1 largest_force_ev_per_a=0.4 mol_weight_g_mol=85.11 e_tot_ev=-7798.6891 homo_energy_ev=-9.55
C 1.5521 0.5159 0.1431 -0.05
C 0.2819 0.0195 -0.5191 -0.34
C -0.4619 -1.1107 0.2312 -0.17
N -1.8231 -0.6098 0.4445 0.06
C -1.8212 0.5716 -0.0062 -0.24
O -0.7021 1.0820 -0.5649 -0.03
H 1.9759 1.3629 -0.4043 0.08
H 1.3683 0.8292 1.1762 0.09
H 2.2910 -0.2922 0.1569 0.09
H 0.4900 -0.2555 -1.5592 0.14
H -0.4824 -2.0494 -0.3307 0.11
H -0.0064 -1.3219 1.2054 0.11
H -2.6621 1.2585 0.0271 0.13

---

Computed values of Kohn-Sham gap (unit: eV) for the preceding records, in sequence: 8.9, 9.4, 9.2, 6.7, 10.6.
Computed values of E_LUMO (unit: Eh) for the preceding records, in sequence: 0.0387, 0.0783, 0.0342, 0.1113, 0.0374.